DFT (ωB97M-V with the def2-TZVPD basis set) results for a molecular structure, C5H10S2 at a distorted geometry.

Total charge = 0
ΔE to the lowest compared entry with this formula, charge and spin = 243.4 kJ/mol

Structure (XYZ):
```
17
C5H10S2, DFT ωB97M-V with the def2-TZVPD basis set
C -1.33353 0.48640 -0.00116
C -0.56054 -0.40654 0.57778
C -2.80317 0.52620 0.46630
C 1.34778 -0.15103 -1.50615
C 1.33720 -0.34298 -0.00910
S 1.92557 -2.04899 0.40004
S 1.89966 1.06972 1.01594
H -1.05038 1.21990 -0.72952
H -0.64233 -1.08282 1.49598
H -3.42171 1.03649 -0.18687
H -3.25601 -0.45622 0.61779
H -2.61009 0.91282 1.50743
H 1.40154 -1.13258 -1.97566
H 0.40314 0.31198 -1.78555
H 2.18426 0.41073 -1.93143
H 2.19172 -1.87904 1.64152
H 2.98689 1.52595 0.40268
```

Atomic partial charges in e from the natural (NBO) method, atoms 1 to 5:
1 C -0.234
2 C -0.153
3 C -0.641
4 C -0.671
5 C -0.275

=====

DFT (ωB97M-V with the def2-TZVPD basis set) results for a molecular structure, C56H73N6O2SSe2Tc at a distorted geometry.

Total charge = +1
E_tot = -7938.4668 Ha
Expectation value of S² = 1.031
Spin multiplicity = 2

Structure (XYZ):
```
141
C56H73N6O2SSe2Tc, DFT ωB97M-V with the def2-TZVPD basis set
Tc 1.05141 0.28522 -0.56453
C -3.62129 -5.57768 -2.13943
C -3.64109 -4.90548 -0.75863
C -3.62849 -5.96998 0.34627
C -4.94699 -4.11248 -0.64973
C -2.41019 -4.03088 -0.60783
C -2.48339 -2.67728 -0.31833
C -1.32489 -1.93388 -0.24733
Se -1.41969 -0.05328 0.11237
C -1.57789 -0.13588 2.03557
C -2.78019 0.08402 2.64857
C -2.86919 0.02142 4.04397
C -1.68969 -0.20878 4.75407
C -0.45849 -0.44968 4.17817
C -0.37569 -0.51778 2.73637
O 0.62121 -0.86828 2.07087
C 0.75331 -0.59208 5.08857
C 2.05901 -0.88788 4.34867
C 0.92951 0.74032 5.84007
C 0.51981 -1.72498 6.10107
C -4.22209 0.17742 4.70587
C -4.12839 0.25882 6.23147
C -5.05649 -1.05698 4.32447
C -4.91809 1.44872 4.19557
C -0.03139 -2.46258 -0.44103
O 0.99751 -1.68278 -0.44593
C 0.04441 -3.86768 -0.67053
C -1.13299 -4.58078 -0.75883
C 1.40561 -4.51868 -0.86483
C 1.32681 -6.03628 -1.05083
C 2.29301 -4.23798 0.35507
C 2.04651 -3.91798 -2.12303
H -4.53059 -6.15698 -2.27533
H -3.57389 -4.82688 -2.92593
H -2.77599 -6.24998 -2.25383
H -4.50189 -6.60988 0.25217
H -2.74099 -6.59338 0.28617
H -3.64919 -5.49678 1.32597
H -5.78619 -4.79598 -0.75173
H -5.03869 -3.61848 0.31467
H -5.02209 -3.37218 -1.44293
H -3.42379 -2.17368 -0.14803
H -3.64469 0.31342 2.04297
H -1.73929 -0.17788 5.83017
H 2.29111 -0.10178 3.63567
H 2.87371 -0.94878 5.06827
H 2.00091 -1.83128 3.81587
H 1.02381 1.55942 5.12987
H 0.08241 0.94722 6.48787
H 1.82991 0.70612 6.44917
H 0.35441 -2.66658 5.58397
H 1.39801 -1.83088 6.73277
H -0.33309 -1.52958 6.74407
H -3.71879 -0.65848 6.64707
H -3.51449 1.10372 6.53827
H -5.12519 0.39602 6.64357
H -4.55619 -1.96348 4.65877
H -6.03299 -1.00038 4.79767
H -5.19459 -1.11968 3.24717
H -4.27249 2.31272 4.33697
H -5.17559 1.37302 3.14257
H -5.83929 1.61432 4.74827
H -1.05999 -5.63208 -0.97243
H 0.86571 -6.51988 -0.19323
H 0.78031 -6.30158 -1.95303
H 2.33811 -6.42438 -1.14873
H 1.86551 -4.69278 1.24647
H 3.28281 -4.65908 0.19307
H 2.40061 -3.16998 0.52697
H 1.37971 -4.03028 -2.97713
H 2.24811 -2.86398 -1.96393
H 2.98961 -4.41068 -2.34613
N 3.21321 -1.20498 -4.10213
C 2.67961 -0.70168 -2.96953
S 0.99141 -0.29368 -2.99063
N 3.49281 -0.48798 -1.97533
N 3.01781 0.08582 -0.87703
C 3.82341 0.30602 0.14767
C 5.21651 -0.13038 0.22337
C 5.71401 -0.62438 1.43397
C 7.03911 -0.99788 1.54277
C 7.88601 -0.88908 0.44997
C 7.39011 -0.43938 -0.76253
C 6.06541 -0.06578 -0.88123
C 3.21801 1.08262 1.20577
C 3.95441 1.78952 2.16397
C 3.30431 2.63492 3.03897
C 1.92311 2.77142 2.93367
C 1.25501 2.04512 1.97127
N 1.87281 1.22372 1.12227
H 2.60481 -1.65338 -4.76583
H 4.15521 -1.55308 -4.02923
H 5.04761 -0.72948 2.27837
H 7.41651 -1.37358 2.48277
H 8.92851 -1.15568 0.53987
H 8.03791 -0.37008 -1.62313
H 5.68431 0.30392 -1.81973
H 5.02801 1.69032 2.17797
H 3.85311 3.19362 3.78197
H 1.38251 3.44532 3.57697
H 0.18051 2.13052 1.85897
C -4.36289 5.36372 -2.36703
C -2.85439 5.41442 -2.15913
C -2.34399 4.29202 -1.25743
C -2.35909 2.91432 -1.92183
N -1.38839 2.82332 -2.98563
C -0.05629 2.78882 -2.81183
Se 0.80521 2.74962 -1.14763
N 0.55971 2.77142 -4.00433
C 1.97981 2.86072 -4.22513
C 2.36991 4.28152 -4.64343
C 2.23431 5.30812 -3.51723
C 3.34561 5.22422 -2.47793
C -0.40319 2.75492 -4.98883
C -0.31839 2.69432 -6.37423
C -1.50619 2.67892 -7.07753
C -2.74289 2.71752 -6.43093
C -2.83809 2.77052 -5.05563
C -1.64959 2.79062 -4.33743
H -4.69619 6.25672 -2.88723
H -4.87229 5.31532 -1.40723
H -4.65749 4.50172 -2.96053
H -2.59739 6.36622 -1.69133
H -2.34349 5.37732 -3.12503
H -2.95509 4.23232 -0.35643
H -1.31889 4.51382 -0.94783
H -3.33959 2.69332 -2.34083
H -2.11999 2.14662 -1.17503
H 2.25101 2.13732 -4.99833
H 2.48421 2.58472 -3.29563
H 1.73691 4.58162 -5.48143
H 3.40161 4.26262 -4.99373
H 1.26811 5.18552 -3.01663
H 2.24741 6.30192 -3.96613
H 3.25061 4.32692 -1.86883
H 3.29521 6.08182 -1.81263
H 4.32211 5.22112 -2.95503
H 0.63231 2.65232 -6.88083
H -1.48049 2.63442 -8.15493
H -3.64529 2.70272 -7.02163
H -3.79639 2.78652 -4.56353
```

Atomic partial charges in e from the Mulliken method, atoms 1 to 5:
1 Tc 0.180
2 C -1.679
3 C 1.900
4 C -1.599
5 C -2.083